24
Properties=species:S:1:pos:R:3 method="wB97M-V/def2-TZVPD" relative_energy_ev=2.221 homo_energy_ev=-8.77 homo_lumo_gap_ev=9.103 smiles=CNCCCN.O.O molar_mass_g_mol=124.2
C 1.15 1.33 1.96
N 0.92 0.24 0.99
C 0.98 0.82 -0.37
C 0.31 -0.07 -1.37
C -1.25 -0.21 -1.37
N -1.91 1.11 -1.26
H 1.51 2.22 1.45
H 0.29 1.66 2.58
H 2.02 1.03 2.54
H -0.04 -0.14 1.23
H 2.07 0.99 -0.80
H 0.60 1.83 -0.53
H 0.80 -1.16 -1.33
H 0.75 0.18 -2.41
H -1.69 -0.91 -0.65
H -1.43 -0.72 -2.31
H -2.10 1.30 -0.35
H -1.44 1.90 -1.67
H 2.53 -2.79 -1.04
H 1.71 -2.21 0.06
O 1.77 -2.99 -0.49
H -2.19 -1.28 2.32
H -3.04 -1.40 1.32
O -2.32 -0.72 1.48



117
Properties=species:S:1:pos:R:3 method="wB97M-V/def2-TZVPD" relative_energy_ev=2.158 homo_energy_ev=-9.76 homo_lumo_gap_ev=9.666 molar_mass_g_mol=937.3
F -2.73 -2.07 0.16
C -1.65 -1.22 0.17
C -0.43 -1.67 0.02
C 0.63 -0.73 -0.02
C 0.51 0.64 0.44
C -0.86 1.06 0.51
C -1.90 0.19 0.35
H -0.14 -2.79 -0.21
H 1.70 -1.07 -0.23
H 1.37 1.39 0.61
H -1.02 2.16 0.76
H -2.93 0.63 0.40
C -0.15 -2.91 -3.82
C -0.47 -1.92 -4.98
C 0.34 -2.27 -6.10
S 1.95 -2.46 -5.39
O 2.69 -1.23 -5.34
O 2.61 -3.65 -5.97
C 1.29 -2.98 -3.88
H -0.57 -3.79 -3.93
H -0.80 -2.61 -2.77
H -0.32 -0.90 -4.98
H -1.53 -1.90 -5.19
H 0.51 -1.51 -6.83
H -0.01 -3.24 -6.50
H 1.80 -2.36 -3.16
H 1.72 -4.10 -3.75
C 2.23 1.18 -2.56
C 3.37 1.80 -3.55
C 2.67 2.19 -4.64
S 0.94 2.65 -4.26
O 0.10 1.80 -5.10
O 0.81 4.06 -4.19
C 1.05 2.01 -2.58
H 2.48 1.11 -1.58
H 2.13 -0.03 -2.89
H 4.19 1.09 -3.69
H 3.69 2.59 -3.04
H 2.77 1.32 -5.32
H 2.85 3.12 -4.92
H 0.16 1.28 -2.25
H 0.78 2.99 -1.84
C 1.71 -0.41 4.06
C 2.74 -0.34 3.01
C 3.93 0.05 3.60
S 3.98 -0.77 5.19
O 4.15 0.18 6.26
O 4.82 -1.95 5.14
C 2.35 -1.27 5.20
H 0.81 -0.79 3.81
H 1.60 0.38 4.49
H 2.59 0.29 2.02
H 3.05 -1.28 2.59
H 4.06 1.13 3.67
H 4.62 -0.26 2.91
H 1.84 -1.25 6.03
H 2.38 -2.29 4.93
C -3.98 0.61 4.28
C -4.52 -0.17 3.10
C -5.39 0.66 2.29
S -4.56 2.29 2.43
O -5.55 3.18 3.07
O -3.92 2.58 1.19
C -3.34 1.90 3.63
H -3.27 0.32 5.04
H -4.74 0.86 4.88
H -4.97 -0.96 3.32
H -3.83 -0.42 2.54
H -6.47 0.76 2.75
H -5.31 0.54 1.28
H -3.18 2.72 4.00
H -2.37 1.74 3.19
C 2.78 -6.35 0.88
C 2.33 -4.98 0.27
C 2.47 -3.97 1.21
S 3.92 -4.32 2.12
O 3.58 -4.24 3.53
O 5.02 -3.51 1.61
C 4.02 -5.97 1.61
H 2.84 -7.00 0.09
H 1.85 -6.85 1.56
H 1.27 -5.12 -0.13
H 2.74 -4.80 -0.74
H 1.60 -4.03 2.01
H 2.59 -3.02 0.87
H 4.21 -6.70 2.39
H 4.83 -5.98 0.84
C -0.02 4.02 4.51
C 0.88 3.57 3.36
C 1.10 4.48 2.30
S -0.35 5.40 2.34
O -1.41 4.60 1.71
O -0.06 6.76 1.86
C -0.66 5.25 4.08
H 0.71 4.11 5.33
H -0.66 3.11 5.01
H 0.38 2.67 2.86
H 1.91 3.16 3.65
H 1.29 3.98 1.28
H 1.89 5.21 2.65
H -1.80 5.29 4.35
H -0.35 6.20 4.41
C -3.65 2.08 -4.03
C -4.22 1.02 -4.89
C -4.97 0.20 -4.14
S -4.04 -0.10 -2.69
O -3.05 -1.20 -2.94
O -4.89 -0.13 -1.55
C -3.07 1.31 -2.87
H -4.44 2.87 -3.78
H -2.89 2.70 -4.23
H -3.36 0.47 -5.36
H -4.80 1.52 -5.77
H -5.15 -0.66 -4.48
H -6.07 0.38 -3.96
H -2.18 0.87 -2.84
H -3.16 1.85 -2.05



15
Properties=species:S:1:pos:R:3 method="wB97M-V/def2-TZVPD" relative_energy_ev=3.741 homo_energy_ev=-7.61 homo_lumo_gap_ev=8.116 molar_mass_g_mol=149.2
C 0.17 0.08 -0.08
C 2.55 -0.24 0.91
C 1.61 -0.11 -0.33
N -0.39 1.09 0.36
N -1.53 1.39 0.56
N -3.40 -0.05 -1.09
S -1.05 -1.39 0.01
S -2.73 -0.35 0.47
H 2.57 0.66 1.65
H 3.45 -0.61 0.53
H 2.26 -1.07 1.46
H 1.86 -0.95 -0.86
H 1.93 0.74 -0.87
H -4.40 0.09 -1.17
H -2.89 0.72 -1.56



60
Properties=species:S:1:pos:R:3 method="wB97M-V/def2-TZVPD" relative_energy_ev=0.813 homo_energy_ev=-9.04 homo_lumo_gap_ev=9.531 smiles="CCOC(=O)[C@@]1(CC(=O)N[C@@H](Cc2cccnc2)C2CCCC2)CCCNC1=O" molar_mass_g_mol=401.5
C 2.06 3.46 0.10
C 0.79 3.65 0.90
O -0.18 2.70 0.41
C -1.33 2.69 1.08
O -1.62 3.47 1.94
C -2.24 1.53 0.64
C -1.75 0.26 1.38
C -0.25 0.06 1.56
O 0.28 0.28 2.64
N 0.42 -0.43 0.50
C 1.85 -0.69 0.56
C 2.21 -1.89 1.46
C 1.51 -3.22 1.32
C 0.37 -3.49 0.58
C -0.16 -4.78 0.58
C 0.47 -5.76 1.33
N 1.56 -5.53 2.05
C 2.05 -4.30 2.03
C 2.54 -0.66 -0.82
C 2.61 -1.98 -1.61
C 1.47 -1.88 -2.62
C 1.53 -0.42 -3.07
C 1.96 0.38 -1.82
C -3.67 1.85 1.07
C -4.23 3.03 0.29
C -4.28 2.70 -1.19
N -3.05 2.05 -1.62
C -2.18 1.33 -0.88
O -1.39 0.57 -1.41
H 2.81 4.18 0.43
H 2.45 2.46 0.24
H 1.87 3.62 -0.96
H 0.95 3.46 1.96
H 0.38 4.66 0.79
H -2.14 0.31 2.40
H -2.18 -0.62 0.89
H -0.07 -0.38 -0.39
H 2.27 0.16 1.11
H 3.29 -2.05 1.35
H 2.06 -1.56 2.49
H -0.12 -2.72 0.01
H -1.05 -5.01 0.01
H 0.08 -6.77 1.35
H 2.94 -4.14 2.63
H 3.57 -0.37 -0.57
H 3.56 -2.02 -2.15
H 2.57 -2.87 -0.98
H 1.55 -2.59 -3.44
H 0.51 -2.07 -2.12
H 2.29 -0.32 -3.86
H 0.59 -0.06 -3.48
H 1.11 0.92 -1.40
H 2.71 1.13 -2.07
H -4.29 0.96 0.91
H -3.67 2.06 2.14
H -5.23 3.28 0.64
H -3.60 3.90 0.47
H -5.13 2.03 -1.38
H -4.43 3.60 -1.78
H -2.96 1.84 -2.61



20
Properties=species:S:1:pos:R:3 method="wB97M-V/def2-TZVPD" relative_energy_ev=0.166 homo_energy_ev=-10.36 homo_lumo_gap_ev=10.591 molar_mass_g_mol=180.1
C 1.63 0.40 2.07
C 1.37 1.03 0.67
C 1.51 -0.39 -1.26
N 0.76 0.08 -0.28
N -1.73 -0.14 -0.59
N -2.13 -1.30 -1.07
N -2.61 0.72 0.05
O -1.35 -1.90 -1.80
O -3.21 -1.71 -0.82
O -3.74 0.68 -0.23
O -2.06 1.38 0.87
O 1.18 -1.21 -2.20
H 0.54 0.11 2.48
H 2.07 1.16 2.84
H 2.36 -0.50 2.02
H 0.74 1.91 0.62
H 2.21 1.30 0.12
H 2.59 -0.29 -1.27
H -0.32 -0.01 -0.06
H 0.18 -1.31 -2.16



25
Properties=species:S:1:pos:R:3 method="wB97M-V/def2-TZVPD" relative_energy_ev=2.441 homo_energy_ev=-13.75 charge=+1 homo_lumo_gap_ev=10.651 molar_mass_g_mol=121.2
N -1.26 -0.02 -0.77
C -0.08 -0.25 0.13
C 1.23 0.36 -0.45
C 1.20 1.92 -0.54
C 2.47 -0.15 0.46
C -0.38 0.20 1.62
N -1.70 0.90 1.67
H -0.98 0.22 -1.76
H -1.73 0.75 -0.37
H -2.07 -0.70 -0.98
H 0.16 -1.52 0.20
H 1.49 0.11 -1.54
H 0.44 2.47 -1.17
H 2.09 2.45 -0.73
H 0.69 2.40 0.42
H 2.38 0.06 1.52
H 3.39 0.12 0.10
H 2.60 -1.27 0.24
H 0.30 0.90 2.04
H -0.41 -0.76 2.29
H -2.46 0.36 2.18
H -1.63 1.86 2.08
H -1.23 -2.47 -2.65
H -0.97 -3.39 -1.44
O -0.99 -2.52 -1.76



48
Properties=species:S:1:pos:R:3 method="wB97M-V/def2-TZVPD" relative_energy_ev=0.000 homo_energy_ev=-8.83 homo_lumo_gap_ev=8.098 smiles="CC(=O)Oc1cccc(NC(=O)c2ccc3c(c2)C(=O)N(CC(C)C)C3=O)c1" molar_mass_g_mol=380.4
C -7.52 -1.86 -1.57
C -6.35 -0.94 -1.40
O -5.46 -0.79 -2.19
O -6.43 -0.28 -0.22
C -5.40 0.55 0.19
C -4.09 0.09 0.21
C -3.09 0.94 0.67
C -3.41 2.23 1.08
C -4.72 2.67 1.05
C -5.73 1.83 0.60
H -6.75 2.15 0.58
H -4.96 3.67 1.37
H -2.62 2.89 1.42
N -1.75 0.55 0.71
C -1.23 -0.71 0.59
O -1.88 -1.72 0.46
C 0.27 -0.75 0.67
C 0.85 -1.91 1.19
C 2.23 -2.05 1.29
C 3.01 -1.00 0.86
C 2.44 0.15 0.32
C 1.08 0.30 0.22
H 0.67 1.20 -0.23
C 3.54 1.08 -0.05
O 3.47 2.20 -0.48
N 4.71 0.39 0.23
C 4.49 -0.84 0.83
O 5.34 -1.57 1.26
C 6.03 0.94 0.02
H 5.95 2.03 0.12
H 6.68 0.55 0.80
C 6.62 0.60 -1.36
C 5.77 1.18 -2.49
H 4.80 0.69 -2.54
H 6.27 1.04 -3.44
H 5.60 2.24 -2.34
C 6.79 -0.91 -1.53
H 7.35 -1.33 -0.70
H 7.33 -1.12 -2.46
H 5.82 -1.40 -1.58
H 7.61 1.07 -1.39
H 2.67 -2.95 1.70
H 0.19 -2.70 1.50
H -1.10 1.29 0.94
H -3.85 -0.91 -0.11
H -7.67 -2.08 -2.62
H -7.32 -2.78 -1.04
H -8.42 -1.41 -1.15



Copy entry 6 word for word.
25
Properties=species:S:1:pos:R:3 method="wB97M-V/def2-TZVPD" relative_energy_ev=2.441 homo_energy_ev=-13.75 charge=+1 homo_lumo_gap_ev=10.651 molar_mass_g_mol=121.2
N -1.26 -0.02 -0.77
C -0.08 -0.25 0.13
C 1.23 0.36 -0.45
C 1.20 1.92 -0.54
C 2.47 -0.15 0.46
C -0.38 0.20 1.62
N -1.70 0.90 1.67
H -0.98 0.22 -1.76
H -1.73 0.75 -0.37
H -2.07 -0.70 -0.98
H 0.16 -1.52 0.20
H 1.49 0.11 -1.54
H 0.44 2.47 -1.17
H 2.09 2.45 -0.73
H 0.69 2.40 0.42
H 2.38 0.06 1.52
H 3.39 0.12 0.10
H 2.60 -1.27 0.24
H 0.30 0.90 2.04
H -0.41 -0.76 2.29
H -2.46 0.36 2.18
H -1.63 1.86 2.08
H -1.23 -2.47 -2.65
H -0.97 -3.39 -1.44
O -0.99 -2.52 -1.76